1.
Computed, not measured: C21H15BrCaN6O3S4 as an isolated structure at a distorted geometry, with ωB97M-V with the def2-TZVPD basis set.

Output
Relative energy (zero: lowest compared OMol25 entry of this formula, charge and spin) ... 29.3 kcal per mole
E_HOMO ... -0.037 hartree
Frontier orbital gap ... 4.55 eV
Spin multiplicity ... 1
Total charge ... -2
Lowest unoccupied orbital energy ... 3.5 eV

Positions of all 51 atoms, in Å:
Ca -0.3868 -1.9161 1.4553
S 1.2058 -4.2715 1.2965
C 0.2325 -5.3247 0.3014
C 0.8260 -6.6164 0.0150
N 1.3352 -7.6300 -0.1944
C -0.9962 -5.0586 -0.2253
S -1.9451 -3.5969 -0.0682
C -1.6222 -6.0941 -1.0242
N -2.1458 -6.8988 -1.6634
C -1.9643 6.0961 -1.9895
C -2.0435 4.7231 -1.3700
C -1.1047 4.3035 -0.4336
C -1.1646 3.0314 0.1192
C -2.1771 2.1661 -0.2649
C -3.1357 2.5701 -1.1837
C -3.0653 3.8451 -1.7281
S -2.1885 0.5084 0.3986
O -2.5340 0.6828 1.7844
O -3.1188 -0.2327 -0.4204
N -0.6971 -0.0178 0.2914
C -0.1979 -0.4144 -0.9561
C -0.6068 0.1464 -2.1809
C -0.0163 -0.3067 -3.3381
C 0.9555 -1.3041 -3.2777
C 1.2946 -1.7863 -2.0308
N 0.7591 -1.3464 -0.8939
H -1.0977 6.6451 -1.6199
H -2.8575 6.6837 -1.7622
H -1.8847 6.0317 -3.0768
H -0.3096 4.9795 -0.1362
H -0.4309 2.6959 0.8446
H -3.9112 1.8697 -1.4687
H -3.8099 4.1628 -2.4522
H -1.3773 0.8996 -2.2153
H -0.3187 0.1085 -4.2931
H 1.4225 -1.7013 -4.1687
H 2.0357 -2.5716 -1.9168
O 0.1360 0.4973 3.3217
S -0.9843 -0.2854 3.9043
N -1.1020 -1.7076 3.5565
Br 5.8388 1.3179 3.6407
C 4.3794 0.2731 3.0065
C 4.1943 0.1192 1.6488
C 3.1144 -0.6546 1.2415
N 2.2718 -1.2364 2.0857
C 2.4743 -1.0650 3.3883
C 3.5261 -0.3216 3.9082
H 4.8573 0.5783 0.9305
H 2.9130 -0.8183 0.1897
H 1.7681 -1.5519 4.0499
H 3.6544 -0.2061 4.9743

2.
Computed, not measured: a 8-piece molecular cluster, C38H39N7O13 overall at a distorted geometry, with ωB97M-V with the def2-TZVPD basis set.

Output
E_HOMO ... -0.245 hartree
Frontier orbital gap ... 5.83 eV
Spin multiplicity ... 1
Lowest unoccupied orbital energy ... -0.8 eV

Positions of all 97 atoms, in Å:
N -0.3515 0.2300 -0.4750
H -1.3840 0.4665 -0.5891
H -0.1773 -0.3232 -1.3254
H -0.2299 -0.4106 0.3027
H 0.2961 0.9869 -0.6837
C -5.0147 1.9121 -0.9456
C -3.5357 1.9359 -0.5886
O -2.9006 0.7616 -0.9568
H -5.1866 1.8053 -2.0166
H -5.4712 2.7782 -0.4568
H -5.4802 1.0080 -0.5415
H -3.3950 2.1457 0.4922
H -3.1303 2.8950 -0.9739
C -2.4285 0.9001 3.2166
C -2.7674 1.9211 4.1090
C -2.1032 1.9447 5.2962
C -1.2080 0.9412 5.6481
C -0.9112 -0.0946 4.7739
C -1.5667 -0.1237 3.5227
N -0.9027 0.7946 7.0908
O -1.4084 1.5582 7.9105
O -0.0519 -0.0172 7.4244
H -2.7880 0.9730 2.1928
H -3.3951 2.7033 3.7078
H -2.4031 2.7002 6.0137
H -0.2485 -0.9130 5.0153
H -1.2668 -1.0164 2.9906
C -1.7208 5.6404 2.9588
C -1.8235 4.7060 1.9220
C -0.8132 3.7743 1.6604
C 0.0334 3.5118 2.7093
C 0.0553 4.2897 3.8500
C -0.7592 5.4141 3.9306
N 0.9067 2.3334 2.6787
O 0.6346 1.4199 1.9273
O 1.8511 2.2881 3.4544
H -2.3282 6.5337 2.9832
H -2.6260 4.8273 1.2049
H -0.7920 3.4319 0.6362
H 0.5938 3.9997 4.7409
H -0.5270 6.1620 4.6775
C 2.8786 3.5783 -5.4945
C 1.9011 4.5175 -5.2545
C 1.2165 4.5664 -4.0443
C 1.5914 3.6714 -3.0656
C 2.5681 2.7316 -3.3195
C 3.2151 2.6243 -4.5426
N 0.8857 3.6207 -1.7651
O 1.2396 2.8196 -0.9065
O 0.0821 4.4906 -1.5527
H 3.3690 3.6006 -6.4601
H 1.7425 5.2566 -6.0286
H 0.4067 5.2720 -3.9267
H 2.8382 2.0290 -2.5395
H 3.9635 1.8972 -4.8187
C -1.7977 -5.5079 -5.0946
C -2.1326 -4.1753 -5.2909
C -1.2978 -3.1915 -4.7519
C -0.2025 -3.5917 -3.9944
C 0.0785 -4.9038 -3.7618
C -0.6701 -5.8733 -4.3672
N 0.7101 -2.5937 -3.4040
O 1.7859 -2.9455 -2.9651
O 0.2931 -1.4658 -3.2316
H -2.3345 -6.2462 -5.6781
H -2.9607 -3.8666 -5.9111
H -1.5370 -2.1403 -4.8392
H 0.9840 -5.0065 -3.1717
H -0.3080 -6.8922 -4.3388
C 5.6594 0.0885 2.4534
C 6.4179 -0.2046 1.2970
C 5.7452 -0.2649 0.0846
C 4.3535 -0.1736 0.0527
C 3.6455 -0.0086 1.2143
C 4.2707 0.1259 2.4429
N 3.6189 -0.3140 -1.2006
O 2.4240 -0.5142 -1.1848
O 4.2452 -0.1963 -2.2463
H 6.2367 0.3673 3.3270
H 7.4937 -0.2835 1.2786
H 6.3407 -0.2507 -0.8184
H 2.5716 -0.1510 1.2034
H 3.6827 0.1829 3.3456
C -2.1893 -7.0440 -0.4917
C -2.2146 -5.8087 -1.1421
C -1.6056 -4.7160 -0.5594
C -0.9657 -4.8113 0.6740
C -0.8512 -6.0803 1.2349
C -1.4549 -7.1995 0.7018
N -0.2414 -3.6599 1.2338
O -0.0055 -3.7595 2.4150
O -0.0073 -2.6832 0.5483
H -2.8719 -7.7746 -0.9061
H -2.7191 -5.8291 -2.0976
H -1.6314 -3.7648 -1.0788
H -0.2582 -6.1442 2.1397
H -1.4729 -8.1989 1.1099

3.
Computed, not measured: a 6-piece molecular cluster, C5H20BrN6O6 overall at a distorted geometry, with ωB97M-V with the def2-TZVPD basis set.

Output
Relative energy (zero: lowest compared OMol25 entry of this formula, charge and spin) ... 0.0 kcal per mole
E_HOMO ... -0.248 hartree
Frontier orbital gap ... 9.60 eV
Spin multiplicity ... 1
Total charge ... -1
Lowest unoccupied orbital energy ... 2.8 eV

Positions of all 38 atoms, in Å:
Br -0.1107 -0.8188 -0.6106
C -2.0259 -2.4894 -4.1792
O -2.2381 -2.8320 -5.3053
N -2.5479 -1.4032 -3.6712
N -1.0524 -3.0338 -3.4322
H -2.2805 -0.9457 -2.8114
H -3.1904 -0.9446 -4.3012
H -0.3064 -3.6441 -3.7340
H -0.8784 -2.4733 -2.6102
C 3.7096 -0.6466 1.3027
O 4.8551 -0.9994 1.4952
N 2.6510 -1.4224 1.2616
N 3.3578 0.6053 1.1285
H 1.7623 -1.0489 0.9602
H 2.8698 -2.4039 1.3557
H 4.1584 1.2209 1.1145
H 2.4563 0.8327 0.7338
C -1.2854 1.2319 3.1014
O -0.6698 1.9814 3.8136
N -2.3604 1.4683 2.4602
N -0.9136 0.0324 2.9050
H -2.6812 2.3949 2.7023
H -2.9413 0.6432 2.4165
H -0.0078 -0.1903 3.2923
H -1.3151 -0.3213 2.0484
C -0.8192 3.1086 -0.4666
C 0.6751 2.8791 -0.0003
O 1.4156 2.0953 -0.8502
O -1.8041 2.0510 -0.5150
H -0.9881 3.6647 -1.3887
H -1.2227 3.8214 0.2525
H 0.7276 2.3945 0.9746
H 1.0078 3.8795 0.2765
H 0.8567 1.3238 -0.9687
H -1.3171 1.2272 -0.4380
O 0.6466 -3.9909 0.8141
H 0.3763 -3.1016 0.5856
H 1.4307 -4.1462 0.2876

4.
Computed, not measured: C20H36EuNOP2 as an isolated structure at a distorted geometry, with ωB97M-V with the def2-TZVPD basis set.

Output
Relative energy (zero: lowest compared OMol25 entry of this formula, charge and spin) ... 0.0 kcal per mole
E_HOMO (alpha / beta) ... -0.140 / -0.244 hartree
Frontier orbital gap (alpha / beta) ... 3.21 / 6.01 eV
Spin multiplicity ... 9
Lowest unoccupied orbital energy (alpha / beta) ... -0.6 / -0.6 eV

Positions of all 61 atoms, in Å:
P 0.0554 -1.6084 -3.1191
P 0.3852 1.7090 -2.9241
C -0.1048 -0.5189 -4.6333
C 0.6555 0.8086 -4.5386
H -1.1834 -0.3755 -4.8164
H 0.2858 -1.1375 -5.4584
H 1.7409 0.6522 -4.6463
H 0.3267 1.4795 -5.3489
C -1.1964 2.5257 -3.4605
H -1.5646 3.1803 -2.6651
H -1.9629 1.7725 -3.6788
H -0.9980 3.1236 -4.3587
C 1.5466 3.1098 -3.1714
H 1.1951 3.7539 -3.9971
H 2.5467 2.7059 -3.4028
H 1.5943 3.6925 -2.2382
C -1.0450 -2.9692 -3.5474
H -1.1129 -3.6623 -2.7016
H -0.6443 -3.4943 -4.4246
H -2.0466 -2.5813 -3.7753
C 1.7261 -2.2619 -3.4359
H 2.4711 -1.4558 -3.4606
H 1.6932 -2.7626 -4.4114
H 1.9820 -2.9858 -2.6552
Eu 2.0242 0.3841 2.7353
C -0.2370 1.7368 -0.3706
C -1.5628 1.5390 -0.5755
C -1.9660 0.2306 -1.1144
C -2.1158 -0.8982 -0.0503
C -1.1693 -1.9919 -0.2957
C 0.1155 -1.8555 -0.8159
C 0.9895 -0.5644 -0.7125
C 0.6207 0.6028 0.2250
C 1.1946 -1.7550 3.1905
H 0.1686 2.7465 -0.2552
H -2.2853 2.3721 -0.7197
H -1.1867 -0.0974 -1.8500
H -2.8838 0.2783 -1.7226
H -2.0467 -0.4835 0.9739
H -3.1510 -1.2876 -0.1438
H -1.4895 -2.9758 0.0634
H 0.7436 -2.7705 -0.7610
H 1.1238 -0.1223 -1.7408
H 2.0239 -0.8979 -0.5143
H 0.1516 0.1885 1.1495
H 1.6104 1.0695 0.4523
H 1.6338 -2.0592 4.1598
H 1.3081 -2.5478 2.4393
H 0.1174 -1.5643 3.3426
O 0.7260 0.9981 4.4577
N 0.3528 0.9720 5.7519
C -0.9717 0.9720 6.0558
C -1.3588 0.6119 7.3381
C -0.4002 0.3616 8.3175
C 0.9491 0.4755 7.9859
C 1.3244 0.7996 6.6880
H -1.6799 1.1535 5.2456
H -2.4147 0.5135 7.5640
H -0.6853 0.0581 9.3298
H 1.7287 0.2682 8.7093
H 2.3518 0.8390 6.3371

5.
Computed, not measured: a 2-piece molecular cluster, C5H13NO overall at a distorted geometry, with ωB97M-V with the def2-TZVPD basis set.

Output
Relative energy (zero: lowest compared OMol25 entry of this formula, charge and spin) ... 39.8 kcal per mole
E_HOMO ... -0.342 hartree
Frontier orbital gap ... 10.22 eV
Spin multiplicity ... 1
Lowest unoccupied orbital energy ... 0.9 eV
SMILES string ... C=CC[C@H](C)N.O

Positions of all 20 atoms, in Å:
C 0.5433 -0.0298 -2.9856
C 0.2029 0.1614 -1.4742
C 1.4811 0.1291 -0.6267
C 1.1833 -0.0147 0.8735
C 2.1495 -0.2004 1.7648
N -0.6173 1.3094 -1.1704
H 0.5843 -1.0786 -3.2415
H 1.5203 0.4394 -3.1449
H -0.1191 0.5873 -3.5819
H -0.3597 -0.7221 -1.1653
H 2.0221 -0.7854 -0.8300
H 2.0853 1.0128 -0.8093
H 0.1741 -0.0329 1.2680
H 1.8761 -0.4572 2.7726
H 3.1466 -0.0002 1.3806
H -1.5316 1.2547 -1.6119
H -0.2833 2.1946 -1.5191
H -4.5094 -1.4022 3.9486
H -4.9476 -0.7812 5.2660
O -4.6009 -1.5841 4.8868

> spin multiplicity of number 1 (C21H15BrCaN6O3S4)?

1

Copy entry 1 word for word.
Computed, not measured: C21H15BrCaN6O3S4 as an isolated structure at a distorted geometry, with ωB97M-V with the def2-TZVPD basis set.

Output
Relative energy (zero: lowest compared OMol25 entry of this formula, charge and spin) ... 29.3 kcal per mole
E_HOMO ... -0.037 hartree
Frontier orbital gap ... 4.55 eV
Spin multiplicity ... 1
Total charge ... -2
Lowest unoccupied orbital energy ... 3.5 eV

Positions of all 51 atoms, in Å:
Ca -0.3868 -1.9161 1.4553
S 1.2058 -4.2715 1.2965
C 0.2325 -5.3247 0.3014
C 0.8260 -6.6164 0.0150
N 1.3352 -7.6300 -0.1944
C -0.9962 -5.0586 -0.2253
S -1.9451 -3.5969 -0.0682
C -1.6222 -6.0941 -1.0242
N -2.1458 -6.8988 -1.6634
C -1.9643 6.0961 -1.9895
C -2.0435 4.7231 -1.3700
C -1.1047 4.3035 -0.4336
C -1.1646 3.0314 0.1192
C -2.1771 2.1661 -0.2649
C -3.1357 2.5701 -1.1837
C -3.0653 3.8451 -1.7281
S -2.1885 0.5084 0.3986
O -2.5340 0.6828 1.7844
O -3.1188 -0.2327 -0.4204
N -0.6971 -0.0178 0.2914
C -0.1979 -0.4144 -0.9561
C -0.6068 0.1464 -2.1809
C -0.0163 -0.3067 -3.3381
C 0.9555 -1.3041 -3.2777
C 1.2946 -1.7863 -2.0308
N 0.7591 -1.3464 -0.8939
H -1.0977 6.6451 -1.6199
H -2.8575 6.6837 -1.7622
H -1.8847 6.0317 -3.0768
H -0.3096 4.9795 -0.1362
H -0.4309 2.6959 0.8446
H -3.9112 1.8697 -1.4687
H -3.8099 4.1628 -2.4522
H -1.3773 0.8996 -2.2153
H -0.3187 0.1085 -4.2931
H 1.4225 -1.7013 -4.1687
H 2.0357 -2.5716 -1.9168
O 0.1360 0.4973 3.3217
S -0.9843 -0.2854 3.9043
N -1.1020 -1.7076 3.5565
Br 5.8388 1.3179 3.6407
C 4.3794 0.2731 3.0065
C 4.1943 0.1192 1.6488
C 3.1144 -0.6546 1.2415
N 2.2718 -1.2364 2.0857
C 2.4743 -1.0650 3.3883
C 3.5261 -0.3216 3.9082
H 4.8573 0.5783 0.9305
H 2.9130 -0.8183 0.1897
H 1.7681 -1.5519 4.0499
H 3.6544 -0.2061 4.9743